Record 1
{"formula": "C5H6O", "method": "ωB97M-V/def2-TZVPD", "elements": ["C", "C", "C", "O", "C", "C", "H", "H", "H", "H", "H", "H"], "positions_angstrom": [[-1.65989, -0.10260, -0.06704], [-0.36172, 0.40779, 0.36585], [0.60445, 0.16871, -0.83486], [0.10982, -0.09226, -1.94282], [1.93471, 0.05418, -0.38886], [2.14254, -0.19326, 0.80250], [-2.53704, 0.44223, 0.28828], [-1.82549, -1.18429, -0.11185], [-0.98238, -0.00562, -1.54386], [0.43687, -0.01502, 1.21789], [-0.41158, 1.48374, 0.58278], [2.59787, -0.54181, 1.69096]], "atomic_forces_ev_per_a": [[0.03, 0.17, -0.86], [0.49, -0.55, 0.67], [0.06, -0.25, 0.12], [0.91, 0.37, 0.27], [0.53, 0.01, 0.39], [1.36, -0.07, -1.00], [0.21, -0.11, -0.30], [0.23, 0.18, 0.34], [-1.80, -0.10, 1.01], [-2.34, 0.59, -1.00], [0.06, -0.13, -0.05], [0.28, -0.11, 0.41]], "multiplicity": 1, "e_above_lowest_ev": 6.3094, "charge": 0, "gap_ev": 7.21}

***

Record 2
{"formula": "C6H10N2O", "method": "ωB97M-V/def2-TZVPD", "elements": ["C", "C", "C", "C", "C", "C", "N", "N", "O", "H", "H", "H", "H", "H", "H", "H", "H", "H", "H"], "positions_angstrom": [[-2.08792, 0.01821, 0.14409], [0.34060, 0.55631, 0.10720], [-0.27770, -0.79172, -0.05395], [0.03092, 1.73095, -0.76074], [1.52922, 0.68524, 1.00771], [0.45871, -2.09392, 0.04060], [-1.49983, -0.76633, -0.83047], [-0.99121, -0.10027, 1.04999], [-3.14850, 0.55952, 0.21107], [-0.17839, 2.60695, -0.14856], [-0.82136, 1.56232, -1.41457], [0.90781, 1.94322, -1.37403], [2.44176, 0.51365, 0.43582], [1.47084, -0.03576, 1.81783], [1.56962, 1.68454, 1.43595], [1.37681, -1.99079, 0.61022], [0.69861, -2.43253, -0.96674], [-0.17628, -2.83785, 0.51558], [-1.64370, -0.81175, -1.82700]], "atomic_forces_ev_per_a": [[-0.37, -0.11, -0.35], [-1.86, -0.95, 1.22], [0.34, 0.08, -0.59], [-0.11, -0.09, -0.04], [-0.18, -0.09, -0.02], [-0.17, 0.19, 0.16], [0.20, -0.43, -0.29], [1.89, 1.00, -0.25], [-0.15, 0.25, 0.14], [0.06, 0.05, 0.03], [0.03, 0.00, -0.03], [0.02, 0.05, -0.06], [0.10, 0.01, -0.03], [0.08, -0.03, 0.04], [0.03, 0.05, 0.03], [0.09, -0.05, 0.03], [0.09, -0.04, -0.03], [-0.04, -0.07, 0.02], [-0.04, 0.17, 0.02]], "multiplicity": 1, "e_above_lowest_ev": 1.5658, "charge": 0, "gap_ev": 10.41}

***

Record 3
{"formula": "C32H38N10OS3SbV", "method": "ωB97M-V/def2-TZVPD", "elements": ["V", "S", "Sb", "S", "S", "C", "O", "C", "C", "C", "C", "C", "C", "C", "N", "C", "C", "N", "C", "C", "C", "C", "N", "C", "C", "N", "C", "C", "C", "C", "H", "H", "H", "H", "H", "H", "H", "H", "H", "H", "H", "H", "H", "H", "C", "N", "C", "C", "N", "C", "C", "N", "C", "C", "N", "C", "N", "C", "C", "C", "N", "C", "H", "H", "H", "H", "H", "H", "H", "H", "H", "H", "H", "H", "H", "H", "H", "H", "H", "H", "H", "H", "H", "H", "H", "H"], "positions_angstrom": [[24.20218, 9.10628, 8.61361], [28.65283, 8.61962, 10.15092], [28.10073, 7.18754, 8.47847], [27.03326, 8.52594, 6.62609], [25.24427, 7.80595, 7.24650], [10.80491, 6.83983, 9.73810], [11.44159, 8.10649, 10.12438], [12.68394, 8.41574, 9.59365], [13.24678, 9.60290, 10.12491], [14.55168, 10.00461, 9.76633], [15.33925, 9.18499, 8.87933], [14.80052, 7.98279, 8.47919], [13.52726, 7.55007, 8.81966], [16.75616, 9.28754, 8.68283], [17.55045, 8.19334, 8.33230], [18.79582, 8.60934, 8.37794], [18.86438, 9.95888, 8.80468], [17.55933, 10.35803, 8.99400], [20.10690, 10.59251, 8.97967], [20.25592, 11.93944, 9.23624], [21.50816, 12.50802, 9.46153], [22.64086, 11.68304, 9.34079], [22.56509, 10.34189, 9.04267], [21.30034, 9.85294, 8.79533], [21.20429, 8.48883, 8.40626], [22.39033, 7.81959, 8.37128], [22.35327, 6.44126, 8.16327], [21.17643, 5.77618, 7.77446], [19.96711, 6.50590, 7.75756], [19.97394, 7.83987, 8.08100], [9.74131, 7.03971, 9.89071], [11.13246, 5.99118, 10.39196], [10.96584, 6.62441, 8.67895], [12.64418, 10.31324, 10.69577], [14.88222, 10.97902, 10.17171], [15.41735, 7.30338, 7.87892], [13.08200, 6.68427, 8.29462], [17.27808, 11.25588, 9.37395], [19.38546, 12.58766, 9.26115], [21.66384, 13.58874, 9.70667], [23.57518, 12.14000, 9.56628], [23.28507, 5.93612, 8.43410], [21.29787, 4.81799, 7.33228], [18.99843, 6.07150, 7.69801], [22.38732, 8.86576, 12.34095], [22.92206, 7.61433, 11.84513], [22.59571, 6.28452, 12.48344], [23.74022, 5.43690, 11.88707], [24.51492, 6.28856, 11.04634], [25.77980, 5.87277, 10.57708], [24.09318, 7.56385, 11.20099], [24.55036, 8.64168, 10.45642], [25.24111, 9.66748, 11.19611], [26.04028, 10.62290, 10.28008], [25.56884, 10.69664, 8.93610], [26.20214, 11.38425, 8.00001], [25.74312, 11.53234, 6.67668], [24.37016, 11.22362, 6.17340], [26.70145, 12.31258, 5.85347], [27.85481, 12.54666, 6.79543], [27.41960, 11.97751, 8.05635], [28.24323, 12.01745, 9.25256], [21.38814, 8.69006, 12.83763], [22.25912, 9.70052, 11.58516], [22.96526, 9.22870, 13.14832], [21.61285, 5.98516, 12.13812], [22.58070, 6.29413, 13.59695], [23.28905, 4.62634, 11.24140], [24.35644, 5.01256, 12.70093], [25.61377, 5.28102, 9.61724], [26.32145, 5.25953, 11.32027], [26.42776, 6.77203, 10.38102], [25.94355, 9.13642, 11.84073], [24.53226, 10.24937, 11.85032], [27.04217, 10.14611, 10.30655], [26.13727, 11.60288, 10.75378], [24.13882, 10.21783, 6.72865], [24.48413, 11.11878, 5.11623], [23.71446, 12.04130, 6.58916], [26.36632, 13.38908, 5.49701], [27.02224, 11.81647, 4.94001], [28.27849, 13.57986, 6.90430], [28.60614, 11.92042, 6.36945], [29.23837, 12.40265, 8.95800], [28.35075, 11.03303, 9.77706], [27.87160, 12.78153, 9.93685]], "atomic_forces_ev_per_a": [[-0.41, 0.12, 1.19], [0.19, -0.18, 0.29], [0.87, -0.24, -0.72], [0.85, 0.22, -0.06], [-0.51, -1.01, -0.93], [0.24, 0.62, 0.50], [0.88, -0.71, -1.33], [0.54, -0.93, 1.40], [0.93, 0.60, -1.20], [-0.59, -0.50, -0.59], [-0.99, 0.58, 1.90], [-0.58, -1.25, -0.67], [-1.85, 1.02, -0.30], [2.63, -1.41, -0.06], [-3.24, 1.57, 0.15], [0.69, 1.94, 0.31], [0.21, -1.86, -0.59], [0.14, -0.41, -0.26], [0.73, 0.36, -0.29], [0.58, 1.86, 0.64], [0.00, -0.18, -0.24], [-1.27, -1.29, 0.23], [-1.81, 2.88, -0.53], [0.32, 0.59, 0.61], [0.85, -1.88, -1.05], [-0.60, -2.45, 0.34], [-0.40, 2.46, 0.36], [0.04, 1.94, -0.17], [1.44, -0.83, 0.38], [0.92, 1.53, 1.56], [0.21, -0.21, 0.03], [-0.07, 0.83, -0.59], [0.05, -0.03, 0.19], [0.07, -0.58, 0.02], [0.07, -0.74, -0.33], [-0.27, 0.42, 0.24], [0.54, 0.36, 0.75], [-0.14, -0.40, -0.24], [-0.01, -0.07, 0.11], [-0.34, -1.20, -0.32], [0.90, -0.32, -0.14], [-0.22, 0.08, -0.78], [-0.34, -1.00, 0.35], [-0.50, -0.65, -0.66], [-2.28, 0.51, -0.11], [0.07, -0.37, 1.35], [0.58, 1.13, -0.37], [-1.37, -2.13, 0.26], [-0.81, 2.37, 1.44], [1.45, -0.26, -1.65], [-0.50, 0.14, -2.81], [-0.16, -1.49, 0.60], [-0.37, 1.08, 0.86], [1.45, -0.88, 1.46], [-1.09, 0.34, -1.91], [0.29, -0.19, -1.53], [-0.04, 0.41, 0.13], [1.54, -0.23, 3.91], [-1.50, 2.55, -0.12], [0.72, -0.13, 0.28], [-0.79, -0.26, 0.93], [1.20, 0.34, 0.25], [0.83, -0.07, -0.93], [0.31, -1.36, 0.57], [0.95, 0.55, 0.78], [-0.11, -0.11, -0.05], [0.21, 0.29, -0.77], [0.66, 0.46, 0.90], [-0.18, -0.07, -0.57], [0.63, 0.70, 1.15], [-0.44, 0.12, -0.25], [-0.86, -0.93, 0.09], [0.35, 0.52, 0.26], [0.51, -0.36, -0.44], [-0.81, 0.33, -0.09], [-0.28, -0.04, 0.09], [-0.14, 1.60, -1.78], [-0.62, -0.16, -0.57], [0.07, -0.93, -1.06], [-0.30, -2.10, 0.71], [-0.21, -0.42, 0.13], [-0.78, -0.79, -0.13], [1.31, -0.32, 0.23], [-0.39, -0.53, 0.04], [0.28, 1.15, -0.96], [-0.12, -0.07, 0.16]], "multiplicity": 4, "e_above_lowest_ev": 2.3649, "charge": 1, "gap_ev": [3.52, 5.04], "s_squared": 3.795}

***

Record 4
{"formula": "C14H15NO2", "method": "ωB97M-V/def2-TZVPD", "elements": ["O", "C", "O", "N", "C", "C", "C", "C", "C", "C", "C", "C", "C", "C", "H", "H", "H", "H", "H", "H", "H", "H", "H", "H", "C", "C", "C", "H", "H", "H", "H", "H"], "positions_angstrom": [[2.72366, 2.57572, 0.09434], [3.03418, 1.38591, 0.02501], [2.07798, 0.53088, 0.01057], [0.66546, 0.92163, -0.00318], [-0.29634, -0.09030, -0.14014], [-1.74569, 0.51175, 0.06024], [-2.01120, 1.84318, 0.04089], [-3.22849, 2.49022, -0.23784], [-4.33542, 1.62992, -0.06638], [-4.02321, 0.19975, 0.14926], [-2.83428, -0.07507, 0.16854], [-2.64990, -1.65414, 0.18989], [-1.28184, -2.34721, -0.60173], [-0.07618, -1.31052, 0.07071], [0.78725, -1.64670, -0.67742], [0.03697, -1.72053, 1.19617], [-1.09753, -3.40145, -0.33930], [-1.48821, -1.99328, -1.46678], [-3.31770, -2.19190, -0.12163], [-2.43511, -1.94528, 1.46888], [-4.94754, -0.43196, 0.17615], [-5.40988, 2.08460, 0.19130], [-3.38205, 3.64492, -0.16377], [-1.13238, 2.67129, -0.06036], [4.22780, 0.94745, -0.19788], [4.57034, -0.48445, -0.71613], [4.47765, -0.70330, 0.77828], [5.43645, -0.45948, 1.28214], [3.54111, -1.00303, 1.38781], [5.46681, -0.64000, -1.14603], [3.66590, -0.83713, -1.28288], [4.98142, 1.49851, -0.06874]], "atomic_forces_ev_per_a": [[1.19, 0.14, 0.40], [-7.36, 7.44, 0.18], [-4.94, -5.93, -0.04], [-2.01, -1.33, -1.15], [0.50, 15.31, 1.92], [8.57, 5.93, -1.17], [4.08, 6.75, -2.51], [-1.78, -0.27, 2.46], [-1.22, 0.05, 1.43], [-12.90, 7.13, -0.90], [2.82, -14.76, -0.24], [10.33, 2.74, 6.77], [0.06, 2.81, 9.42], [2.39, -16.01, -0.85], [-0.81, 0.56, 2.31], [0.10, 1.20, -2.53], [-0.27, 0.71, -0.54], [-0.60, 1.21, -6.54], [-8.11, -5.20, -3.07], [-0.86, 0.65, -3.71], [1.49, 0.11, 0.24], [2.34, -1.26, -1.26], [0.63, -2.39, -0.52], [-1.63, -2.45, 0.55], [3.34, -10.49, -0.44], [-5.75, 0.45, 2.10], [-0.24, 2.80, -0.88], [-0.93, -0.68, 0.02], [1.85, 0.61, -1.47], [2.87, -0.25, -1.47], [1.28, -0.10, 0.43], [5.59, 4.52, 1.06]], "multiplicity": 1, "e_above_lowest_ev": 13.2032, "charge": 0, "gap_ev": 8.59}

***

Record 5
{"formula": "C32H38IN2O11PS", "method": "ωB97M-V/def2-TZVPD", "elements": ["C", "C", "C", "C", "O", "C", "C", "N", "C", "O", "C", "C", "C", "C", "S", "C", "O", "O", "C", "O", "C", "C", "N", "C", "C", "C", "C", "C", "C", "O", "I", "C", "P", "O", "C", "C", "C", "C", "C", "O", "O", "C", "C", "O", "H", "H", "H", "H", "H", "H", "H", "H", "H", "H", "H", "H", "H", "H", "H", "H", "H", "H", "H", "H", "H", "H", "H", "H", "H", "H", "H", "H", "H", "H", "H", "H", "C", "C", "C", "O", "H", "H", "H", "H", "H", "H"], "positions_angstrom": [[-5.82702, 1.14956, 6.23204], [-4.81960, 0.20028, 7.04381], [-3.75790, -0.42360, 6.00628], [-4.46531, -1.67157, 5.35856], [-3.70157, -2.35962, 4.33435], [-3.14942, -1.50940, 3.40392], [-3.86621, -0.44779, 2.65625], [-5.33071, -0.23495, 2.85645], [-5.84591, -0.86454, 1.88558], [-6.29467, -1.13754, 0.84991], [-3.22434, 0.47641, 1.66999], [-1.78657, 0.29909, 1.39637], [-1.02389, -0.79186, 2.09763], [-1.67850, -1.68233, 3.10132], [-0.62254, -2.97387, 3.87341], [0.56227, -2.28727, 5.11251], [-1.39484, -4.01982, 4.57240], [0.16378, -3.67193, 2.82198], [0.48829, -0.90843, 1.68409], [1.39992, -1.15554, 2.44288], [0.77221, -0.63971, 0.15628], [1.71975, -1.42423, -0.66037], [2.49837, -2.52002, -0.09317], [3.84125, -2.00393, 0.37101], [5.03314, -3.00818, 0.00598], [6.10180, -2.39899, -1.00815], [1.90689, -1.11561, -2.11680], [2.91202, -2.04852, -2.90912], [2.32649, -3.53772, -2.92587], [3.00652, -4.51411, -3.02023], [0.16263, -3.91163, -2.73038], [1.19154, 0.00964, -2.80357], [1.51935, 0.36424, -4.60568], [3.03197, 0.51666, -4.90663], [0.21646, 0.81476, -1.97046], [-0.64975, 2.00790, -2.55917], [-2.19397, 1.66903, -2.62120], [-2.96169, 3.05067, -2.92820], [-3.09220, 3.91710, -1.62130], [-4.08953, 3.79504, -0.92312], [-2.10699, 4.79238, -1.19713], [0.01986, 0.46176, -0.54048], [-1.01252, 1.22799, 0.37822], [-1.21171, 2.42271, 0.33271], [-6.54631, 1.69696, 6.90316], [-6.46726, 0.53617, 5.52044], [-5.26271, 1.88221, 5.58126], [-4.33113, 0.85618, 7.81537], [-5.47265, -0.59235, 7.51506], [-2.85413, -0.68246, 6.63678], [-3.51340, 0.41157, 5.29523], [-5.51748, -1.43665, 5.00186], [-4.61164, -2.42549, 6.19594], [-3.84470, 1.25995, 1.16025], [1.56943, -2.72283, 4.83087], [0.63555, -1.17661, 4.88781], [0.26700, -2.50931, 6.16988], [2.02841, -2.86438, 0.75266], [3.85078, -1.90270, 1.50105], [4.00706, -0.96458, -0.03153], [4.55316, -3.90621, -0.49279], [5.53637, -3.37409, 0.95422], [7.16994, -2.49038, -0.67695], [6.01073, -2.96149, -1.98778], [5.79503, -1.32409, -1.21646], [3.95599, -2.00918, -2.49228], [2.98026, -1.75891, -4.00397], [1.04698, -0.75650, -5.36679], [0.89634, 1.55065, -5.08626], [-0.41731, 2.94429, -1.96133], [-0.30479, 2.23313, -3.60971], [-2.63038, 1.29990, -1.65004], [-2.39507, 0.88179, -3.39741], [-2.40711, 3.56894, -3.75821], [-3.99162, 2.73996, -3.28188], [-2.26513, 4.98705, -0.24728], [5.75504, 3.33253, -7.43098], [4.53035, 4.00606, -6.86643], [3.93346, 3.41654, -5.61647], [4.04630, 4.98393, -7.39919], [6.07671, 3.86158, -8.32909], [6.56494, 3.35941, -6.69939], [5.52192, 2.29968, -7.69697], [4.66164, 3.44925, -4.80377], [3.61242, 2.38391, -5.79495], [3.05989, 4.00406, -5.32683]], "atomic_forces_ev_per_a": [[-0.12, -0.54, -0.31], [-0.90, 0.90, -1.35], [-1.05, 0.37, 1.39], [-0.69, 0.02, 1.51], [0.18, 1.87, -0.97], [2.06, 0.77, -1.31], [1.66, 0.50, -0.50], [0.64, -2.40, -1.55], [0.40, 2.58, -0.02], [-0.09, -0.76, 1.07], [1.78, -2.23, 1.66], [-0.60, -1.42, 1.28], [-1.84, 0.49, -0.01], [-0.89, 2.56, -1.46], [0.69, -5.33, 0.03], [0.46, 1.42, -0.84], [0.03, 2.61, -0.23], [-0.77, 2.57, 0.70], [-0.10, 0.13, -0.95], [-1.05, 0.29, -0.51], [-0.43, 0.84, -2.78], [-0.89, 1.21, -0.31], [-0.23, 1.76, 0.10], [1.10, -0.45, 0.67], [-0.14, -0.11, -0.30], [-0.90, -0.18, -0.43], [-0.50, 1.13, 0.30], [-1.73, 0.17, -0.07], [1.79, -0.50, 0.46], [-0.68, 1.38, -0.06], [0.34, 0.45, -0.16], [-1.15, -0.51, 3.45], [4.08, -0.22, -0.37], [-2.84, -0.49, 0.82], [0.69, -1.13, 0.76], [0.78, -0.73, 0.18], [0.11, 1.30, 0.49], [0.52, -0.69, -0.27], [-1.29, 0.00, 1.22], [1.18, -0.17, -0.91], [-0.29, -1.19, -1.06], [0.90, -1.07, -0.26], [0.21, -0.95, -0.03], [0.03, -1.18, 0.04], [0.87, -0.47, -0.58], [0.80, 0.68, 0.83], [-0.58, -0.66, 0.87], [-0.29, -1.00, -0.63], [1.05, 0.72, -0.20], [-0.79, -0.08, -1.15], [-0.06, -1.02, 0.48], [1.47, -0.02, 0.19], [0.42, 0.69, -1.18], [0.75, -0.85, 0.60], [-1.38, 0.28, 0.31], [-0.07, -1.28, 0.59], [-0.02, 0.11, -1.23], [-0.03, 0.06, -0.59], [-0.34, 0.03, -1.28], [-0.06, -1.11, 0.22], [0.54, 0.96, 0.73], [-0.61, 0.50, -1.12], [-1.11, 0.30, -0.18], [0.25, 0.70, 1.02], [0.85, -1.16, 0.25], [-1.18, -0.40, -0.31], [-0.07, -0.15, 1.30], [-0.48, 0.60, 0.53], [-0.49, -0.67, 0.49], [-0.58, -1.21, -0.58], [-0.43, -0.28, 1.13], [0.72, 0.17, -0.92], [0.14, 0.93, 0.60], [-0.63, -0.28, 0.86], [1.08, 0.92, 0.62], [-0.24, -0.23, -0.77], [0.04, 0.22, -0.30], [-0.26, 0.42, -0.07], [-0.31, 0.18, -0.17], [0.13, -0.25, 0.06], [-0.05, -0.02, 0.09], [-0.05, -0.21, 0.02], [0.11, -0.05, 0.19], [0.00, -0.26, -0.03], [0.33, 0.10, 0.21], [0.10, 0.04, -0.04]], "multiplicity": 1, "smiles": "CCCCOc1c(N=C=O)cc2c(c1S(C)(=O)=O)C(=O)c1c(NCCC)c(CC(=O)I)c([PH2]=O)c(CCCC(=O)O)c1C2=O.CC(C)=O", "charge": 0, "gap_ev": 7.44}

***

Energy: -7322.9751 -11410.5220 -115474.9731 -20332.5419 -87520.8642 (eV)